Record 1
Below is one molecule with the formula C25H35N7O3 at a distorted geometry, with properties calculated with the ωB97M-V functional and the def2-TZVPD basis.

Last column: Mulliken charge in e.
Positions of all 70 atoms, in Å:
C: 5.012 -1.422 0.620  -1.729
C: 3.904 -2.203 1.257  1.027
C: 4.134 -2.950 2.391  -0.909
C: 3.110 -3.656 3.014  -0.886
C: 1.825 -3.654 2.516  1.215
C: 1.579 -2.919 1.346  -0.105
N: 0.329 -2.905 0.785  0.185
C: -0.069 -2.160 -0.293  -0.138
O: -1.231 -2.226 -0.686  -0.772
C: 0.971 -1.332 -0.885  0.268
C: 2.238 -1.390 -0.413  -0.162
C: 2.600 -2.179 0.720  0.514
H: 3.004 -0.799 -0.893  0.519
C: 0.541 -0.352 -1.941  -1.643
N: 0.188 0.962 -1.406  0.642
C: -0.948 0.923 -0.509  -0.096
C: -0.705 0.339 0.842  -0.907
N: 0.403 0.380 1.553  -0.032
N: 0.169 -0.302 2.664  -0.925
N: -1.015 -0.753 2.685  -0.578
N: -1.615 -0.372 1.553  1.311
C: -2.973 -0.716 1.264  -1.312
H: -3.035 -1.028 0.218  0.315
H: -3.231 -1.556 1.913  0.362
C: -3.923 0.464 1.554  0.553
C: -5.365 0.118 1.170  -0.849
H: -6.060 0.685 1.791  0.350
C: -5.432 0.601 -0.277  -0.654
H: -5.021 -0.152 -0.950  0.270
C: -4.529 1.833 -0.233  -0.378
H: -5.102 2.731 0.034  0.356
O: -3.563 1.596 0.783  -0.401
H: -4.006 2.020 -1.174  0.206
H: -6.441 0.845 -0.598  0.419
H: -5.577 -0.943 1.278  0.356
H: -3.819 0.734 2.613  0.362
H: -1.319 1.945 -0.370  0.393
H: -1.738 0.342 -0.993  0.452
C: 1.300 1.749 -0.901  -0.242
H: 0.879 2.599 -0.361  0.837
C: 2.244 2.280 -2.000  -2.057
N: 1.766 3.244 -2.958  0.233
C: 0.964 2.796 -4.077  -0.860
C: -0.544 2.895 -3.820  0.326
O: -0.907 4.209 -3.438  -0.485
C: -0.219 4.594 -2.269  0.060
C: 1.303 4.525 -2.467  -0.911
H: 1.813 4.762 -1.532  0.423
H: 1.578 5.278 -3.217  0.373
H: -0.529 5.620 -2.059  0.433
H: -0.528 3.949 -1.432  -0.229
H: -1.105 2.683 -4.733  0.465
H: -0.827 2.184 -3.033  -0.374
H: 1.230 1.770 -4.330  0.385
H: 1.212 3.444 -4.928  0.351
H: 2.651 1.444 -2.574  0.404
H: 3.084 2.753 -1.476  0.382
H: 1.901 1.182 -0.176  0.302
H: -0.346 -0.743 -2.449  0.513
H: 1.334 -0.213 -2.676  0.671
H: -0.396 -3.456 1.229  0.236
C: 0.713 -4.383 3.210  -1.754
H: 1.089 -4.876 4.102  0.366
H: 0.271 -5.143 2.563  0.392
H: -0.065 -3.681 3.511  0.353
H: 3.326 -4.213 3.914  0.369
H: 5.126 -2.981 2.817  0.348
H: 5.945 -1.589 1.153  0.395
H: 5.151 -1.718 -0.419  0.370
H: 4.790 -0.355 0.645  0.328

Maximum force (eV Å⁻¹): 1.443
Frontier orbital gap (eV): 8.0
HOMO energy (eV): -7.7711
Spin multiplicity: 1
E_LUMO (eV): 0.248
Relative energy (zero: lowest compared OMol25 entry of this formula, charge and spin) (eV): 0.125

=====

Record 2
Below is C44H60ClN6O3PbSb as an isolated structure at a distorted geometry, with properties calculated with the ωB97M-V functional and the def2-TZVPD basis.

Last column: Mulliken charge in e.
Positions of all 116 atoms, in Å:
Pb: -0.615 1.753 -2.576  1.155
O: 2.120 -6.295 -2.710  -0.539
C: 1.281 -5.535 -2.031  0.293
O: 0.527 -6.073 -1.233  -0.630
C: 1.290 -4.067 -2.232  1.660
C: 2.227 -3.425 -3.077  -1.509
C: 2.234 -2.066 -3.261  -1.889
C: 1.303 -1.192 -2.683  -0.402
C: 0.261 -1.787 -1.764  3.853
C: 0.367 -3.281 -1.557  0.408
N: 1.305 0.146 -2.831  0.208
C: 2.312 0.772 -3.428  -0.072
C: 2.358 2.154 -3.694  0.360
C: 3.490 2.683 -4.358  -1.030
C: 3.531 4.006 -4.708  -0.485
C: 2.428 4.808 -4.398  -1.095
C: 1.370 4.237 -3.729  -0.875
N: 1.319 2.959 -3.356  0.103
H: 2.697 -5.839 -3.338  0.274
H: 2.976 -4.010 -3.591  0.209
H: 2.981 -1.673 -3.930  0.311
H: 0.438 -1.354 -0.766  -1.497
H: -0.229 -4.866 -0.544  0.895
H: 3.182 0.225 -3.768  0.253
H: 4.307 2.022 -4.600  0.425
H: 4.385 4.423 -5.219  0.462
H: 2.394 5.846 -4.679  0.466
H: 0.505 4.833 -3.486  1.071
C: -1.211 -7.052 1.744  -1.646
C: -0.903 -6.019 2.842  1.707
C: 0.301 -6.570 3.627  -1.698
C: -2.094 -5.918 3.799  -2.016
C: -0.563 -4.619 2.201  1.654
O: 0.595 -4.734 1.402  -0.593
C: -0.372 -3.551 3.308  -2.240
C: 0.258 -2.223 2.867  0.146
C: 1.634 -2.341 2.260  0.902
C: 2.598 -3.212 2.758  -0.508
C: 3.820 -3.355 2.129  -0.735
C: 4.112 -2.608 0.995  -0.230
Cl: 5.610 -2.829 0.165  -0.222
C: 3.197 -1.680 0.527  -1.066
C: 1.978 -1.556 1.167  0.933
C: -1.729 -4.206 1.243  -2.071
N: -1.353 -3.302 0.165  0.200
C: -2.085 -2.198 -0.084  0.028
N: -2.093 -1.472 -1.176  -0.119
C: -1.156 -1.409 -2.066  -2.153
N: -0.472 -3.846 -0.682  -0.253
H: -1.043 -8.051 2.136  0.553
H: -0.560 -6.928 0.880  0.180
H: -2.251 -7.013 1.430  0.426
H: -0.024 -7.458 4.165  0.529
H: 0.686 -5.875 4.370  0.301
H: 1.115 -6.880 2.970  0.486
H: -2.394 -6.918 4.095  0.554
H: -2.951 -5.440 3.332  0.339
H: -1.831 -5.373 4.701  0.362
H: 1.215 -5.332 1.834  0.611
H: 0.250 -3.966 4.098  0.460
H: -1.343 -3.334 3.753  0.717
H: 0.317 -1.601 3.767  0.641
H: -0.404 -1.714 2.161  -0.610
H: 2.399 -3.799 3.642  0.503
H: 4.544 -4.054 2.513  0.509
H: 3.428 -1.071 -0.333  0.597
H: 1.276 -0.818 0.802  -0.484
H: -2.532 -3.747 1.818  0.450
H: -2.104 -5.118 0.772  0.299
H: -2.814 -1.941 0.668  0.379
H: -1.405 -1.002 -3.036  1.059
C: -3.229 5.527 0.764  -0.752
C: -3.253 5.741 -0.732  -0.965
Sb: -1.566 4.860 -1.824  0.422
C: -0.104 6.280 -0.974  -1.005
C: 1.295 5.728 -0.757  -0.855
C: -2.163 5.918 -3.652  -0.737
C: -1.643 7.330 -3.830  -1.153
H: -4.058 6.056 1.227  0.438
H: -2.312 5.916 1.200  0.179
H: -3.324 4.470 1.006  0.043
H: -3.227 6.803 -0.969  0.483
H: -4.160 5.321 -1.160  0.538
H: -0.533 6.608 -0.028  0.487
H: -0.064 7.142 -1.633  0.669
H: 1.268 4.709 -0.375  -0.034
H: 1.832 6.353 -0.044  0.402
H: 1.869 5.714 -1.680  0.369
H: -3.250 5.925 -3.593  0.591
H: -1.873 5.299 -4.498  0.434
H: -1.885 7.962 -2.977  0.292
H: -2.119 7.771 -4.703  0.407
H: -0.566 7.346 -3.994  0.214
C: 1.104 2.499 3.681  -0.749
N: 0.042 2.662 2.679  0.356
C: -0.088 4.059 2.243  -0.788
C: 0.194 1.722 1.526  -1.194
C: -1.175 1.395 0.976  1.983
C: -2.142 0.998 1.906  -0.588
C: -3.461 0.838 1.537  -1.421
C: -3.820 1.065 0.218  -1.179
C: -2.841 1.369 -0.708  -0.466
C: -1.492 1.537 -0.373  0.054
H: 0.907 3.122 4.550  0.395
H: 2.063 2.783 3.250  0.384
H: 1.158 1.461 4.004  0.250
H: -0.858 2.395 3.107  0.589
H: 0.879 4.439 1.923  0.448
H: -0.454 4.675 3.062  0.486
H: -0.791 4.116 1.414  0.059
H: 0.681 0.821 1.908  -0.271
H: 0.831 2.169 0.761  0.191
H: -1.859 0.787 2.933  0.301
H: -4.200 0.557 2.272  0.499
H: -4.850 0.984 -0.086  0.549
H: -3.152 1.493 -1.743  0.376

Maximum force (eV Å⁻¹): 2.139
Frontier orbital gap (spin up / spin down) (eV): 6.1 / 4.8
HOMO energy (spin up / spin down) (eV): -11.2202 / -10.8275
Spin multiplicity: 1
E_LUMO (spin up / spin down) (eV): -5.106 / -6.018
Net charge: +2
Relative energy (zero: lowest compared OMol25 entry of this formula, charge and spin) (eV): 3.792

=====

Record 3
Below is one molecule with the formula C16H15N3O at a distorted geometry, with properties calculated with the ωB97M-V functional and the def2-TZVPD basis.

Last column: Mulliken charge in e.
Positions of all 35 atoms, in Å:
O: 4.915 2.097 2.536  -0.668
N: -4.322 0.453 1.277  -0.634
C: 3.857 2.018 1.927  0.409
C: -3.060 0.223 1.096  0.033
C: -1.360 -0.961 -2.019  -1.280
C: -4.894 0.305 0.026  -0.411
C: -3.954 -0.107 -0.883  -0.285
C: -1.461 -0.325 -0.806  0.179
C: 0.122 1.397 0.013  -0.748
C: 0.667 -0.992 0.226  -0.557
C: -0.202 0.025 -0.170  0.327
C: 2.208 0.667 0.931  0.608
C: 1.368 1.754 0.580  0.072
C: 1.934 -0.664 0.740  0.645
N: -2.749 -0.058 -0.237  0.237
N: 3.447 0.789 1.489  -0.084
C: 2.942 3.229 1.915  -0.595
C: 1.916 3.183 0.754  -0.807
C: 3.098 -1.498 1.186  -0.744
C: 4.095 -0.483 1.789  -0.734
H: -2.271 0.206 1.871  0.364
H: -2.188 -1.227 -2.645  0.278
H: -0.418 -1.143 -2.511  0.325
H: -5.981 0.334 -0.188  0.332
H: -4.164 -0.259 -1.942  0.246
H: -0.539 2.207 -0.292  0.469
H: 0.396 -2.027 0.024  0.486
H: 3.587 4.091 1.728  0.320
H: 2.448 3.323 2.888  0.272
H: 2.433 3.476 -0.170  0.277
H: 1.072 3.903 0.955  0.371
H: 2.792 -2.279 1.914  0.358
H: 3.525 -1.958 0.323  0.289
H: 4.167 -0.601 2.878  0.331
H: 5.094 -0.577 1.318  0.318

Maximum force (eV Å⁻¹): 3.613
Frontier orbital gap (eV): 8.7
HOMO energy (eV): -8.1638
Spin multiplicity: 1
E_LUMO (eV): 0.584
Relative energy (zero: lowest compared OMol25 entry of this formula, charge and spin) (eV): 0.835

=====

Record 4
Below is a 14-piece molecular cluster, C5H38N2O14 overall at a distorted geometry, with properties calculated with the ωB97M-V functional and the def2-TZVPD basis.

Last column: Mulliken charge in e.
Positions of all 59 atoms, in Å:
O: -0.658 3.291 -0.817  -0.521
C: 0.136 2.436 -0.418  0.275
C: -0.448 0.887 -0.345  -0.496
C: -0.552 0.472 -1.740  -0.574
C: -0.441 -1.063 -1.877  0.128
C: -1.403 -1.900 -2.295  -0.917
N: 0.902 -1.520 -1.474  0.068
N: -1.699 0.635 0.438  -0.132
H: 1.260 2.289 -0.182  0.202
H: 0.417 0.447 0.239  0.379
H: -1.587 0.801 -2.054  0.376
H: -0.220 1.223 -2.516  0.296
H: -2.402 -1.546 -2.724  0.222
H: -1.429 -2.968 -2.389  0.385
H: 1.665 -0.750 -1.409  0.131
H: 1.368 -2.063 -2.268  0.466
H: 0.766 -2.062 -0.581  0.506
H: -1.972 -0.435 0.517  0.521
H: -2.600 1.057 -0.053  0.498
H: -1.530 0.763 1.417  0.243
H: 4.656 2.040 0.234  0.301
H: 3.801 2.753 -1.007  0.269
O: 4.334 2.022 -0.719  -0.596
H: -2.180 2.856 4.116  0.309
H: -0.818 2.425 3.907  0.309
O: -1.647 2.549 3.348  -0.618
H: 2.159 4.919 -0.962  0.251
H: 2.593 4.728 0.387  0.268
O: 2.521 4.308 -0.438  -0.533
H: -1.360 0.488 3.984  0.250
H: -1.593 -0.971 4.280  0.278
O: -1.048 -0.379 3.786  -0.514
H: -4.187 0.133 1.847  0.242
H: -3.367 -1.054 2.553  0.295
O: -3.326 -0.184 2.102  -0.513
H: -2.558 -3.970 2.753  0.274
H: -3.866 -3.262 2.626  0.305
O: -2.915 -3.093 2.477  -0.587
H: 0.711 -2.878 2.966  0.332
H: -0.179 -4.186 2.715  0.325
O: 0.011 -3.274 2.437  -0.691
H: -4.572 -0.467 -0.895  0.297
H: -4.128 0.821 -1.807  0.371
O: -3.741 0.008 -1.246  -0.670
H: 4.478 -1.509 -0.728  0.277
H: 4.229 -0.055 -1.049  0.342
O: 3.804 -0.873 -0.668  -0.602
H: 0.598 0.915 2.473  0.193
H: 2.067 1.111 2.491  0.318
O: 1.193 1.554 2.400  -0.532
H: 3.388 -0.987 -3.319  0.319
H: 2.324 0.040 -3.734  0.255
O: 2.835 -0.301 -2.973  -0.542
H: 0.860 -4.027 1.087  0.331
H: 1.793 -4.266 -0.161  0.262
O: 1.139 -3.694 0.145  -0.610
H: 1.190 2.521 -5.136  0.279
H: 0.490 1.326 -5.185  0.270
O: 0.736 1.916 -4.555  -0.570

Maximum force (eV Å⁻¹): 6.336
Frontier orbital gap (eV): 10.1
HOMO energy (eV): -15.1072
Spin multiplicity: 1
E_LUMO (eV): -4.996
Net charge: +2
Relative energy (zero: lowest compared OMol25 entry of this formula, charge and spin) (eV): 3.755

=====

Record 5
Below is one molecule with the formula C5H8N2, with properties calculated with the ωB97M-V functional and the def2-TZVPD basis.

Last column: Mulliken charge in e.
Positions of all 15 atoms, in Å:
C: -1.567 -1.010 0.805  -0.818
C: -0.627 -0.133 1.143  0.001
C: 0.844 -0.310 0.878  -0.637
N: 1.397 0.913 0.305  -0.352
C: 0.836 1.300 -0.949  -0.703
C: 0.160 0.475 -1.721  0.620
N: -0.461 -0.337 -2.410  -0.579
H: -1.319 -1.936 0.287  0.316
H: -2.616 -0.839 1.030  0.255
H: -1.435 -0.437 -2.111  0.295
H: -0.892 0.798 1.643  0.296
H: 1.000 -1.204 0.248  0.347
H: 1.370 -0.485 1.826  0.361
H: 2.409 0.855 0.245  0.229
H: 0.901 2.350 -1.218  0.369

Maximum force (eV Å⁻¹): 0.610
Frontier orbital gap (eV): 9.2
HOMO energy (eV): -8.2271
Spin multiplicity: 1
E_LUMO (eV): 1.016
Relative energy (zero: lowest compared OMol25 entry of this formula, charge and spin) (eV): 2.536

=====

Record 6
Below is C32H28F3FeN3O2SbTe as an isolated structure at a distorted geometry, with properties calculated with the ωB97M-V functional and the def2-TZVPD basis.

Last column: Mulliken charge in e.
Positions of all 71 atoms, in Å:
Fe: 7.301 -12.527 12.312  -0.223
C: 4.323 -13.448 10.152  -0.491
C: 4.458 -12.120 10.817  0.366
C: 3.569 -11.069 10.585  -0.734
C: 3.604 -9.944 11.365  -0.468
C: 4.595 -9.827 12.364  -0.656
C: 5.590 -10.805 12.428  0.332
N: 5.527 -11.907 11.644  0.368
Sb: 7.035 -10.636 14.077  0.743
C: 6.810 -12.612 14.953  0.428
C: 6.470 -12.939 16.268  -0.828
C: 6.296 -14.300 16.594  -0.266
C: 6.548 -15.256 15.618  -0.768
C: 6.829 -14.847 14.318  0.676
C: 7.069 -15.779 13.177  -0.987
N: 6.958 -13.511 13.994  0.024
C: 8.975 -10.848 13.026  0.356
C: 9.962 -9.833 13.088  -0.793
C: 11.190 -10.071 12.451  -0.376
C: 11.360 -11.267 11.724  -0.725
C: 10.359 -12.271 11.726  0.642
C: 10.473 -13.615 11.118  -1.013
N: 9.144 -11.967 12.315  0.389
H: 4.282 -13.320 9.054  0.266
H: 5.165 -14.087 10.428  -0.362
H: 3.379 -13.961 10.462  0.376
H: 2.795 -11.332 9.853  0.519
H: 2.924 -9.077 11.219  0.398
H: 4.595 -8.994 13.027  0.471
H: 6.349 -12.150 17.009  0.465
H: 6.001 -14.571 17.607  0.439
H: 6.532 -16.335 15.868  0.429
H: 6.919 -16.810 13.518  0.402
H: 6.353 -15.567 12.376  0.000
H: 8.084 -15.679 12.797  0.172
H: 9.798 -8.895 13.606  0.449
H: 11.961 -9.298 12.505  0.444
H: 12.304 -11.492 11.204  0.491
H: 11.504 -13.890 11.082  0.597
H: 9.966 -14.351 11.756  0.131
H: 9.999 -13.697 10.116  -0.096
Te: 7.648 -10.795 9.162  0.416
C: 6.426 -11.400 7.525  0.453
C: 5.669 -10.423 6.866  -0.665
C: 4.987 -10.777 5.696  -0.482
C: 5.037 -12.062 5.225  -0.498
C: 5.768 -13.027 5.882  -0.552
C: 6.473 -12.717 7.027  0.000
C: 9.434 -10.712 8.017  0.338
C: 10.057 -11.849 7.478  -0.304
C: 11.228 -11.720 6.757  -0.557
C: 11.820 -10.497 6.498  -0.521
C: 11.223 -9.372 7.046  -0.526
C: 10.060 -9.475 7.816  -0.418
H: 5.662 -9.393 7.189  0.439
H: 4.356 -10.029 5.187  0.362
H: 4.499 -12.362 4.331  0.382
H: 5.699 -14.049 5.524  0.433
H: 6.995 -13.485 7.638  -0.043
H: 9.548 -12.801 7.673  0.319
H: 11.689 -12.624 6.347  0.374
H: 12.719 -10.440 5.926  0.447
H: 11.629 -8.366 6.903  0.362
H: 9.686 -8.598 8.347  0.348
F: 7.156 -17.466 8.664  -0.273
C: 6.826 -16.876 9.882  0.780
F: 5.440 -16.613 9.863  -0.268
F: 6.973 -17.766 10.882  -0.230
C: 7.725 -15.617 10.004  0.232
O: 8.877 -16.001 10.405  -0.675
O: 7.193 -14.494 9.708  -0.263

Maximum force (eV Å⁻¹): 4.446
Frontier orbital gap (spin up / spin down) (eV): 6.7 / 6.2
HOMO energy (spin up / spin down) (eV): -10.3112 / -10.3233
Spin multiplicity: 5
E_LUMO (spin up / spin down) (eV): -3.626 / -4.148
⟨S²⟩: 6.014
Net charge: +1
Relative energy (zero: lowest compared OMol25 entry of this formula, charge and spin) (eV): 0.000